No. 1
The following is a quantum chemistry calculation of a 2-piece molecular cluster, C2H7N2O2 overall, from the OMol25 dataset.

Geometry as XYZ:
```
13
Properties=species:S:1:pos:R:3:nbo_charge:R:1
N -0.947 -0.804 -1.055 -0.89
C -1.556 0.114 -0.097 -0.05
N -0.941 1.417 0.056 -0.88
H -0.238 -1.357 -0.549 0.38
H -0.457 -0.384 -1.856 0.35
H -1.500 -0.397 0.852 0.19
H -2.660 0.312 -0.318 0.13
H -1.012 2.044 -0.827 0.32
H 0.007 1.133 0.256 0.42
O 2.642 -1.608 1.466 -0.74
C 2.316 -0.525 0.940 0.64
O 1.234 0.245 0.823 -0.86
H 3.111 -0.190 0.309 0.00
```

Values from the calculation:
Gap between HOMO and LUMO: 0.323 Eh
E_tot: -9263.464 eV
LUMO energy: 4.43 eV
ΔE to the lowest compared entry with this formula, charge and spin: 1.2315 eV
Total charge: -1

=====

No. 2
The following is a quantum chemistry calculation of one molecule with the formula C8H14N4S2, from the OMol25 dataset.

Geometry as XYZ:
```
28
Properties=species:S:1:pos:R:3:nbo_charge:R:1
C -0.040 0.618 1.736 0.27
C -0.545 -2.141 -0.221 0.24
C -0.170 1.256 -0.506 0.05
C 0.625 -0.065 -0.523 0.36
C 0.363 2.327 -1.499 -0.61
C -1.561 0.877 -0.925 -0.60
C 2.078 0.100 -0.828 -0.68
C -0.393 -2.400 2.247 -0.41
N -0.121 1.612 0.906 -0.58
N 0.066 -1.313 -1.169 -0.65
N 0.498 -0.500 1.142 -0.27
N -0.174 -1.725 0.987 -0.27
S -0.435 0.792 3.333 -0.20
S -1.441 -3.405 -0.697 -0.19
H -0.445 2.864 -1.774 0.21
H 0.739 1.722 -2.391 0.23
H 0.905 3.057 -0.932 0.23
H -2.176 1.885 -0.677 0.21
H -1.799 -0.032 -0.440 0.22
H -1.609 0.740 -2.071 0.22
H 2.386 0.422 -1.857 0.23
H 2.708 -0.813 -0.636 0.25
H 2.579 0.804 -0.089 0.24
H -0.382 -3.441 2.186 0.22
H 0.362 -2.244 3.006 0.23
H -1.353 -2.145 2.574 0.21
H -0.469 2.482 1.215 0.42
H -0.195 -1.332 -2.097 0.42
```

Values from the calculation:
Gap between HOMO and LUMO: 0.320 Eh
E_tot: -36151.610 eV
LUMO energy: 0.40 eV
ΔE to the lowest compared entry with this formula, charge and spin: 1.8041 eV
SMILES: CN1C(=S)N[C@]2(C)N1C(=S)NC2(C)C

=====

No. 3
The following is a quantum chemistry calculation of a 6-piece molecular cluster, C36H84 overall, from the OMol25 dataset.

Geometry as XYZ:
```
120
Properties=species:S:1:pos:R:3:mulliken_spin:R:1
C 20.926 5.008 30.745 0.39
C 20.663 5.447 29.286 0.48
C 19.820 4.414 28.490 -0.31
C 19.472 4.884 27.046 0.17
C 18.210 4.245 26.413 0.16
C 18.121 4.353 24.839 0.01
H 20.054 4.711 31.328 0.09
H 21.565 5.748 31.227 -0.27
H 21.647 4.191 30.724 -0.05
H 19.969 6.283 29.196 -0.13
H 21.598 5.611 28.751 -0.07
H 18.918 4.324 29.096 0.17
H 20.291 3.436 28.390 -0.20
H 19.368 5.969 27.025 -0.08
H 20.394 4.650 26.513 0.06
H 18.118 3.200 26.707 0.02
H 17.375 4.794 26.848 -0.06
H 18.923 3.851 24.299 -0.01
H 17.143 3.936 24.599 -0.01
H 18.086 5.384 24.487 -0.02
C 22.577 7.238 34.432 -0.37
C 22.473 8.758 34.495 0.11
C 22.186 9.344 35.890 0.09
C 22.463 10.847 35.843 -0.13
C 22.046 11.631 37.107 0.02
C 22.237 13.179 37.070 0.01
H 21.628 7.051 34.935 0.05
H 23.461 6.788 34.884 -0.10
H 22.443 6.849 33.422 0.18
H 23.401 9.180 34.108 -0.10
H 21.706 8.990 33.755 0.27
H 22.787 8.870 36.666 0.01
H 21.197 9.107 36.282 -0.04
H 23.520 11.074 35.710 -0.02
H 22.054 11.323 34.952 0.07
H 20.982 11.484 37.291 0.01
H 22.531 11.126 37.942 -0.01
H 21.969 13.705 37.986 0.00
H 23.235 13.502 36.773 0.00
H 21.654 13.609 36.256 0.00
C 17.971 12.555 29.370 0.34
C 19.060 12.063 30.429 -0.25
C 19.733 13.273 31.196 -0.09
C 21.183 13.004 31.570 0.29
C 21.587 13.482 32.918 -0.15
C 23.059 13.402 33.267 0.01
H 18.285 13.406 28.766 -0.03
H 17.046 12.788 29.898 -0.02
H 17.752 11.721 28.703 -0.16
H 18.551 11.398 31.126 0.38
H 19.872 11.544 29.919 -0.19
H 19.184 13.455 32.121 -0.03
H 19.620 14.204 30.641 -0.03
H 21.436 11.944 31.588 -0.05
H 21.804 13.494 30.821 0.06
H 21.286 14.515 33.094 -0.01
H 21.054 12.903 33.673 0.04
H 23.442 12.391 33.125 0.02
H 23.661 14.058 32.639 -0.02
H 23.252 13.633 34.314 0.03
C 12.541 3.944 32.843 0.14
C 13.991 3.653 32.280 -0.33
C 14.048 2.971 30.941 -0.08
C 15.531 2.945 30.379 0.29
C 16.630 2.394 31.278 -0.36
C 16.364 1.033 31.799 0.12
H 11.976 4.709 32.311 -0.05
H 12.586 4.393 33.835 0.00
H 11.973 3.024 32.988 -0.02
H 14.488 4.622 32.342 0.11
H 14.411 2.979 33.027 0.11
H 13.337 3.500 30.306 -0.08
H 13.615 1.988 31.122 -0.01
H 15.555 2.382 29.446 0.05
H 15.813 3.895 29.926 0.08
H 17.554 2.383 30.700 -0.13
H 16.705 3.127 32.081 0.14
H 16.410 0.265 31.027 -0.01
H 16.932 0.864 32.714 0.02
H 15.341 0.987 32.172 -0.03
C 17.225 6.447 32.386 -0.13
C 17.504 7.953 32.715 -0.24
C 17.120 8.350 34.138 0.01
C 17.056 9.869 34.346 0.05
C 18.437 10.603 34.600 -0.19
C 18.300 12.120 34.810 0.08
H 16.166 6.240 32.538 -0.15
H 17.820 5.805 33.035 0.22
H 17.476 6.202 31.354 0.49
H 18.584 8.049 32.603 0.35
H 17.054 8.626 31.985 -0.26
H 17.755 7.811 34.841 0.13
H 16.127 8.005 34.425 -0.02
H 16.558 10.324 33.490 0.04
H 16.408 10.075 35.198 -0.02
H 19.015 10.141 35.401 -0.06
H 19.120 10.577 33.751 0.11
H 19.222 12.697 34.882 0.00
H 17.640 12.545 34.054 0.02
H 17.785 12.263 35.760 -0.02
C 17.028 3.267 35.408 0.16
C 18.234 2.364 35.191 0.08
C 19.564 2.970 34.744 -0.04
C 20.910 2.140 34.947 0.05
C 20.834 0.629 34.498 0.03
C 22.210 -0.057 34.380 0.04
H 16.660 3.590 34.434 -0.01
H 17.187 4.101 36.092 -0.08
H 16.191 2.741 35.866 -0.03
H 18.306 1.827 36.137 -0.06
H 18.078 1.601 34.428 0.05
H 19.696 3.972 35.153 0.01
H 19.453 3.169 33.678 -0.03
H 21.669 2.634 34.339 0.09
H 21.297 2.237 35.961 -0.04
H 20.236 0.177 35.289 0.01
H 20.346 0.503 33.531 -0.02
H 22.960 0.439 33.763 -0.02
H 22.545 0.098 35.405 -0.01
H 22.087 -1.078 34.018 -0.01
```

Values from the calculation:
Spin multiplicity: 2
Gap between HOMO and LUMO (spin up / spin down): 0.061 / 0.403 Eh
E_tot: -38692.393 eV
LUMO energy (spin up / spin down): 2.66 / 2.61 eV
Total charge: -1

=====

No. 4
The following is a quantum chemistry calculation of C26H42AsO8Si3Sn as an isolated structure, from the OMol25 dataset.

Geometry as XYZ:
```
81
Properties=species:S:1:pos:R:3:lowdin_charge:R:1
Sn -0.345 0.181 2.227 1.37
O -0.270 1.534 6.007 0.14
C 0.304 1.008 5.092 -0.56
O -0.268 0.129 4.265 -0.27
C 1.779 1.268 4.802 -0.08
C 2.478 0.044 4.193 -0.24
C 3.994 0.205 4.261 -0.08
C 4.238 1.284 3.178 -0.08
C 2.821 1.525 2.660 -0.26
O 2.213 0.210 2.771 -0.20
C 2.014 2.343 3.676 -0.08
C 0.719 2.882 3.081 -0.54
O 0.207 3.904 3.455 0.13
O 0.216 2.135 2.095 -0.24
H 2.240 1.582 5.736 0.16
H 2.083 -0.911 4.526 0.16
H 4.489 -0.731 4.008 0.12
H 4.325 0.507 5.254 0.12
H 4.885 0.912 2.384 0.11
H 4.679 2.197 3.574 0.12
H 2.744 1.876 1.635 0.13
H 2.572 3.194 4.060 0.16
C -2.394 3.745 1.205 0.02
C -2.386 2.394 0.552 -0.35
O -2.400 1.378 1.237 -0.08
C -2.401 2.313 -0.938 -0.07
C -3.043 3.327 -1.649 -0.01
C -3.140 3.300 -3.030 -0.05
C -2.561 2.246 -3.718 -0.06
C -1.906 1.233 -3.034 -0.14
C -1.827 1.246 -1.648 -0.33
O -1.177 0.289 -0.922 -0.43
H -1.813 3.684 2.124 0.07
H -3.423 3.995 1.478 0.11
H -2.000 4.530 0.564 0.09
H -3.486 4.147 -1.100 0.12
H -3.645 4.095 -3.559 0.11
H -2.614 2.207 -4.798 0.12
H -1.463 0.424 -3.602 0.07
O -3.760 0.327 4.424 0.10
C -3.100 -0.196 3.682 -0.01
C -0.502 -3.540 1.168 -0.20
Si 0.528 -2.837 -0.217 0.37
C 2.241 -2.452 0.390 -0.19
C 0.705 -4.048 -1.645 -0.22
As -0.368 -1.141 -1.723 1.11
Si 1.636 0.179 -2.370 0.46
C 1.215 1.779 -3.206 -0.18
C 2.340 0.606 -0.693 -0.20
C 2.645 -0.950 -3.446 -0.20
Si -2.384 -2.267 -2.652 0.45
C -1.849 -3.197 -4.175 -0.20
C -3.752 -1.057 -2.970 -0.18
C -2.929 -3.339 -1.234 -0.20
H 0.207 -3.896 1.919 0.05
H -1.095 -4.390 0.834 0.03
H -1.167 -2.834 1.660 0.00
H 2.643 -3.419 0.707 0.06
H 2.254 -1.779 1.249 0.02
H 2.901 -2.062 -0.382 0.02
H 1.407 -4.833 -1.351 0.05
H 1.110 -3.590 -2.553 0.03
H -0.236 -4.531 -1.910 0.01
H 0.500 2.371 -2.638 0.04
H 0.865 1.689 -4.233 0.04
H 2.165 2.325 -3.213 0.05
H 2.584 1.671 -0.710 0.05
H 3.250 0.055 -0.462 0.04
H 1.634 0.451 0.126 -0.02
H 2.074 -1.270 -4.320 0.04
H 2.988 -1.839 -2.914 0.02
H 3.529 -0.417 -3.807 0.05
H -1.073 -2.674 -4.735 0.03
H -2.709 -3.315 -4.838 0.04
H -1.478 -4.194 -3.933 0.03
H -3.620 -0.415 -3.838 0.03
H -3.956 -0.436 -2.096 0.05
H -4.631 -1.689 -3.140 0.06
H -2.314 -4.222 -1.075 0.02
H -3.941 -3.681 -1.474 0.05
H -2.993 -2.774 -0.303 0.05
```

Values from the calculation:
Gap between HOMO and LUMO: 0.304 Eh
E_tot: -134324.811 eV
LUMO energy: -3.08 eV
ΔE to the lowest compared entry with this formula, charge and spin: 1.8698 eV
Total charge: +1

=====

No. 5
The following is a quantum chemistry calculation of one molecule with the formula C9H14N2O7, from the OMol25 dataset.

Geometry as XYZ:
```
32
Properties=species:S:1:pos:R:3:nbo_charge:R:1
C 1.255 0.229 -1.198 -0.15
C 1.092 1.117 0.070 0.71
C 0.150 0.555 -2.216 -0.40
C -0.089 2.097 -2.431 -0.54
C -1.141 2.555 -1.457 0.85
C -0.144 -0.761 1.344 -0.18
C -1.617 -0.566 1.920 0.78
C 0.653 -1.700 2.284 -0.51
C 0.036 -3.116 2.159 0.82
H 1.665 -1.802 -1.820 0.38
H 2.408 -1.324 -0.407 0.37
H 2.216 0.674 -1.579 0.20
H -0.771 0.172 -1.784 0.22
H 0.292 0.067 -3.178 0.23
H -0.456 2.346 -3.449 0.25
H 0.830 2.746 -2.336 0.28
H -2.401 4.019 -1.224 0.49
H 0.491 1.074 2.009 0.39
H -0.233 -1.098 0.327 0.28
H 1.623 -1.830 1.825 0.23
H 0.686 -1.488 3.379 0.25
H -0.692 -4.200 0.892 0.49
H -1.533 0.974 0.974 0.53
N 1.583 -1.207 -0.989 -0.86
N 0.550 0.496 1.239 -0.65
O 1.370 2.312 -0.020 -0.61
O -1.338 2.138 -0.367 -0.62
O -1.759 3.745 -1.912 -0.70
O -1.987 -1.354 2.769 -0.58
O -0.127 -3.947 2.975 -0.58
O -0.356 -3.312 0.898 -0.70
O -2.258 0.391 1.304 -0.67
```

Values from the calculation:
Gap between HOMO and LUMO: 0.369 Eh
E_tot: -26873.457 eV
LUMO energy: 0.48 eV
ΔE to the lowest compared entry with this formula, charge and spin: 1.7784 eV
SMILES: N[C@@H](CCC(=O)O)C(=O)N[C@@H](CC(=O)O)C(=O)O

=====

No. 6
The following is a quantum chemistry calculation of a 11-piece molecular cluster, C5H33NO11S overall, from the OMol25 dataset.

Geometry as XYZ:
```
51
Properties=species:S:1:pos:R:3:nbo_charge:R:1
C 0.630 0.071 -3.085 -0.42
N 0.069 -0.008 -1.713 -0.72
C 0.262 -1.259 -0.927 -0.07
C -1.007 -2.285 -1.077 -0.44
C -2.236 -1.663 -0.472 -0.50
S -3.265 -3.132 0.103 -0.09
C 1.412 -2.090 -1.394 -0.06
O 2.535 -1.758 -0.754 -0.74
H 1.030 -0.934 -3.538 0.19
H -0.192 0.481 -3.605 0.20
H 1.704 0.610 -3.084 0.21
H 0.411 0.909 -1.182 0.40
H 0.643 -1.099 0.180 0.21
H -1.153 -2.407 -2.238 0.21
H -0.908 -3.388 -0.670 0.23
H -2.008 -0.960 0.374 0.24
H -2.825 -1.248 -1.337 0.24
H -3.039 -3.137 1.392 0.12
H 1.148 -3.201 -1.227 0.15
H 1.541 -1.957 -2.548 0.16
H 3.407 -1.948 -1.320 0.49
H 3.969 0.114 1.383 0.49
H 4.449 -1.192 2.155 0.46
O 4.516 -0.311 2.158 -0.96
H 1.085 2.074 -0.037 0.47
H 1.558 3.504 -0.170 0.52
O 1.240 2.662 -0.747 -0.99
H 0.738 3.909 2.468 0.49
H -0.287 2.992 1.595 0.50
O 0.554 3.389 1.713 -0.99
H -2.444 2.028 -3.470 0.48
H -1.431 1.203 -2.533 0.49
O -2.354 1.478 -2.607 -0.98
H 0.920 3.819 -2.740 0.48
H -0.523 3.718 -2.398 0.47
O 0.073 3.904 -3.207 -0.95
H -0.031 -1.515 4.562 0.48
H 0.548 -0.897 3.245 0.47
O 0.073 -0.661 4.020 -0.95
H 2.398 0.619 2.229 0.49
H 1.248 0.735 1.480 0.46
O 2.153 1.007 1.392 -0.94
H -2.995 1.761 -0.448 0.51
H -4.038 1.088 0.615 0.50
O -3.156 1.343 0.343 -0.99
H -2.287 2.213 3.371 0.48
H -1.970 2.110 1.876 0.49
O -1.925 2.706 2.656 -0.97
H 2.436 -3.555 1.901 0.49
H 3.114 -2.297 1.118 0.49
O 2.689 -2.589 1.867 -0.98
```

Values from the calculation:
Gap between HOMO and LUMO: 0.323 Eh
E_tot: -40563.624 eV
LUMO energy: 0.05 eV
ΔE to the lowest compared entry with this formula, charge and spin: 6.0729 eV
SMILES: CN[C@H](CO)CCS.O.O.O.O.O.O.O.O.O.O

=====

E_tot of number 1 (C2H7N2O2)? -9263.464 eV

=====

E_tot of number 2 (C8H14N4S2)? -36151.610 eV

=====

Number 3 is which compound? C36H84

=====

What is the formula in the second record? C8H14N4S2